# 1
{
  "formula": "C3H10NOS",
  "method": "wB97M-V/def2-TZVPD",
  "total_energy_ha": -648.41880,
  "total_charge": -1,
  "gap_ev": 6.125,
  "homo_energy_ev": -2.7,
  "elements": ["C", "S", "C", "H", "H", "H", "H", "H", "H", "N", "C", "O", "H", "H", "H", "H"],
  "coordinates": [[-2.160, 0.348, 0.986], [-1.045, 1.417, 1.811], [0.575, 0.544, 1.631], [-2.325, -0.635, 1.394], [-3.053, 0.969, 1.119], [-1.918, 0.389, -0.006], [0.560, 0.070, 0.645], [0.564, -0.262, 2.360], [1.316, 1.195, 1.874], [1.611, -1.795, -3.087], [1.326, -0.686, -1.988], [0.709, -1.097, -0.871], [2.152, -2.678, -3.237], [1.098, -1.516, -3.924], [0.714, 0.130, -2.551], [2.226, -0.236, -1.855]],
  "forces_ev_per_a": [[-1.3, 1.0, 1.7], [1.6, 0.6, 1.1], [-3.5, -2.0, -0.1], [0.2, -0.3, 0.1], [-0.4, -0.5, -0.2], [0.5, -0.7, -2.6], [0.7, 0.1, -0.4], [0.1, -0.1, 0.2], [2.2, 2.0, 0.3], [-0.8, 0.6, -1.4], [-3.3, -2.0, 0.1], [0.5, 0.2, -0.9], [-0.6, 1.6, 1.1], [0.4, -0.6, 0.3], [0.4, -1.2, -0.1], [3.3, 1.4, 0.8]]
}


# 2
{
  "formula": "C3H10NOS",
  "method": "wB97M-V/def2-TZVPD",
  "total_energy_ha": -648.52141,
  "total_charge": -1,
  "gap_ev": 6.772,
  "homo_energy_ev": -2.7,
  "elements": ["C", "C", "S", "C", "N", "H", "H", "H", "H", "H", "H", "H", "H", "H", "H", "O"],
  "coordinates": [[-0.589, -0.587, 0.910], [-0.164, -1.801, 0.090], [-0.566, -1.697, -1.673], [0.472, 0.530, 0.893], [-0.052, 1.900, 0.974], [-1.518, -0.140, 0.527], [-0.755, -0.886, 1.956], [0.915, -1.951, 0.225], [-0.589, -2.706, 0.518], [1.198, 0.392, 1.695], [1.000, 0.446, -0.051], [-0.798, 1.935, 1.660], [-0.452, 2.134, 0.073], [0.170, 0.303, -2.206], [0.971, 1.028, -3.267], [0.756, 1.100, -2.326]],
  "forces_ev_per_a": [[0.2, 0.4, 0.4], [0.2, -0.1, 0.1], [-0.2, 0.0, -0.3], [-0.3, -0.1, -0.3], [0.2, 0.0, 0.1], [0.1, -0.4, 0.0], [-0.2, 0.0, 0.0], [0.1, 0.2, 0.0], [-0.3, -0.1, 0.0], [0.1, -0.1, 0.1], [0.2, 0.1, -0.1], [-0.1, 0.0, -0.1], [-0.1, 0.0, 0.0], [0.2, -0.2, 0.4], [0.1, 0.1, 0.3], [-0.2, 0.1, -0.6]]
}


# 3
{
  "formula": "C3H10NOS",
  "method": "wB97M-V/def2-TZVPD",
  "total_energy_ha": -648.49416,
  "total_charge": -1,
  "gap_ev": 6.390,
  "homo_energy_ev": -2.8,
  "elements": ["C", "N", "C", "C", "S", "H", "H", "H", "H", "H", "H", "H", "H", "H", "H", "O"],
  "coordinates": [[2.759, -0.481, -0.384], [1.436, -0.168, -1.004], [0.385, -0.724, -0.096], [-1.051, -0.240, -0.318], [-2.276, -0.664, 0.993], [2.794, -1.472, 0.090], [3.517, -0.519, -1.173], [2.954, 0.259, 0.382], [1.346, 0.814, -0.757], [0.716, -0.550, 0.952], [0.387, -1.814, -0.150], [-1.008, 0.855, -0.233], [-1.453, -0.477, -1.302], [-2.980, 1.967, 0.550], [-3.769, 1.139, 1.374], [-3.758, 2.076, 1.076]],
  "forces_ev_per_a": [[-0.5, -0.5, -0.8], [-0.2, -0.2, 1.3], [-0.1, -0.9, 0.6], [0.2, 1.2, 0.7], [0.5, -0.8, -0.1], [-0.4, 0.2, -0.1], [0.1, 0.4, 0.2], [0.6, 0.1, 0.2], [-0.1, 0.3, -0.8], [-0.6, 0.3, -0.2], [0.1, -0.2, -0.4], [0.1, 0.1, -0.5], [0.3, -0.2, -0.1], [0.9, 0.2, -0.7], [-0.1, 0.3, 0.0], [-0.9, -0.2, 0.7]]
}


# 4
{
  "formula": "C3H10NOS",
  "method": "wB97M-V/def2-TZVPD",
  "total_energy_ha": -648.44201,
  "total_charge": -1,
  "gap_ev": 6.546,
  "homo_energy_ev": -3.2,
  "elements": ["C", "C", "S", "N", "H", "H", "H", "H", "H", "H", "H", "C", "O", "H", "H", "H"],
  "coordinates": [[1.677, -0.148, -0.341], [0.526, -0.718, -1.135], [0.431, 0.329, -2.734], [1.563, -0.705, 1.011], [2.662, -0.438, -0.745], [1.645, 1.002, -0.286], [0.567, -1.816, -1.379], [-0.428, -0.671, -0.506], [-0.778, -0.133, -3.139], [2.242, -0.340, 1.701], [0.534, -0.409, 1.268], [-2.153, 0.804, 1.246], [-0.906, 0.192, 1.070], [-2.598, 0.620, 2.221], [-2.091, 1.944, 1.282], [-2.893, 0.484, 0.466]],
  "forces_ev_per_a": [[0.9, 0.8, 1.2], [-1.4, -0.5, -0.8], [-0.6, -1.1, 0.9], [-1.3, 0.0, 0.5], [-0.3, 0.2, -0.3], [-0.2, -1.4, -0.6], [0.8, 1.1, -0.1], [1.1, 0.9, -0.8], [0.4, 0.2, 0.1], [-0.6, 0.0, -0.9], [1.8, -0.4, 0.3], [1.6, 0.3, -0.3], [-1.8, 0.8, 0.3], [-0.4, -0.6, 0.6], [-0.1, -0.7, -0.6], [0.1, 0.4, 0.3]]
}


# 5
{
  "formula": "C3H10NOS",
  "method": "wB97M-V/def2-TZVPD",
  "total_energy_ha": -648.45395,
  "total_charge": -1,
  "gap_ev": 6.259,
  "homo_energy_ev": -2.9,
  "elements": ["C", "S", "C", "H", "H", "H", "H", "H", "H", "N", "C", "O", "H", "H", "H", "H"],
  "coordinates": [[-1.742, 1.616, 1.112], [-2.780, 0.138, 0.969], [-1.439, -1.105, 1.083], [-1.236, 1.503, 2.067], [-2.281, 2.551, 0.912], [-0.948, 1.460, 0.356], [-0.459, -0.683, 1.234], [-1.611, -1.604, 2.041], [-1.509, -1.690, 0.184], [2.940, -0.206, -1.423], [1.444, -0.224, -1.616], [0.867, -0.469, -0.427], [3.019, 0.090, -0.448], [3.229, -1.183, -1.418], [1.204, 0.738, -2.111], [1.300, -0.934, -2.515]],
  "forces_ev_per_a": [[0.9, -0.8, -0.9], [0.0, 0.2, 0.0], [-1.0, 0.3, 1.3], [-0.2, 0.8, 0.3], [0.1, -0.3, 0.4], [-0.3, 0.3, 0.2], [0.3, 0.5, -0.9], [-0.3, -0.7, -0.4], [0.4, -0.5, 0.1], [0.4, 0.1, -0.6], [0.7, -0.4, 0.4], [-0.7, 0.1, -1.1], [0.0, -0.1, -0.2], [0.0, 0.1, 0.1], [-0.2, 0.4, 0.4], [-0.1, -0.1, 1.0]]
}


# 6
{
  "formula": "C3H10NOS",
  "method": "wB97M-V/def2-TZVPD",
  "smiles": "C[C@]([NH3+])(S)CO",
  "total_energy_ha": -648.17148,
  "total_charge": 1,
  "gap_ev": 10.027,
  "homo_energy_ev": -13.7,
  "elements": ["C", "C", "C", "N", "O", "S", "H", "H", "H", "H", "H", "H", "H", "H", "H", "H"],
  "coordinates": [[-0.363, 1.417, 0.236], [-0.656, -0.911, -0.872], [0.198, -0.032, 0.123], [0.360, -0.396, 1.716], [-0.142, -0.621, -2.185], [2.007, 0.090, -0.282], [0.365, 2.030, 0.574], [-1.216, 1.618, 0.750], [-0.651, 1.702, -0.674], [-1.731, -0.702, -0.621], [-0.392, -1.891, -0.634], [0.722, -1.316, 1.783], [1.021, 0.274, 2.131], [-0.478, -0.416, 2.255], [-0.840, -1.049, -2.700], [1.795, 0.204, -1.599]],
  "forces_ev_per_a": [[1.3, -3.5, 0.2], [1.2, 1.6, 1.8], [0.1, 2.7, 1.1], [0.0, -0.1, -2.2], [-1.8, -0.2, 1.3], [-0.6, -0.5, -0.1], [2.3, 2.1, 1.0], [-2.7, -0.4, 2.2], [-0.6, 1.2, -4.1], [0.8, -0.1, -0.9], [-0.1, -2.1, 0.3], [1.0, -1.3, 0.2], [-0.2, -0.2, -0.2], [-1.2, 0.4, 0.3], [0.4, 0.2, -0.9], [0.1, 0.0, 0.0]]
}


# 7
{
  "formula": "C3H10NOS",
  "method": "wB97M-V/def2-TZVPD",
  "smiles": "C[C@]([NH3+])(S)CO",
  "total_energy_ha": -648.18051,
  "total_charge": 1,
  "gap_ev": 9.682,
  "homo_energy_ev": -13.6,
  "elements": ["C", "C", "C", "N", "O", "S", "H", "H", "H", "H", "H", "H", "H", "H", "H", "H"],
  "coordinates": [[-0.626, 1.050, -1.230], [-0.204, -1.258, 0.039], [0.020, 0.261, -0.141], [-0.229, 0.904, 1.154], [0.509, -1.760, 1.217], [2.143, 0.277, -0.330], [-0.394, 2.082, -1.156], [-1.741, 1.030, -0.998], [-0.392, 0.660, -2.228], [0.235, -1.721, -0.820], [-1.237, -1.571, 0.157], [-1.256, 0.924, 1.442], [0.219, 0.333, 1.802], [0.122, 1.857, 1.318], [1.057, -2.535, 0.986], [1.772, -0.533, -1.212]],
  "forces_ev_per_a": [[-1.9, -1.3, 0.3], [0.9, -0.4, 1.0], [3.3, -0.3, -0.1], [-2.4, 1.5, 0.6], [-0.7, 0.6, -0.8], [-2.3, 2.1, 1.9], [0.7, 1.0, -0.1], [1.0, -0.3, -0.8], [-0.3, 0.2, 0.3], [-0.2, -0.3, -0.7], [-0.4, 0.3, -0.2], [1.3, -0.1, -0.6], [1.2, -1.6, 2.0], [0.1, -0.2, -0.6], [-0.4, 0.7, 0.1], [0.1, -1.8, -2.3]]
}


# 8
{
  "formula": "C3H10NP2",
  "method": "wB97M-V/def2-TZVPD",
  "total_energy_ha": -857.43807,
  "total_charge": 1,
  "gap_ev": 8.094,
  "homo_energy_ev": -13.7,
  "elements": ["C", "C", "C", "N", "P", "P", "H", "H", "H", "H", "H", "H", "H", "H", "H", "H"],
  "coordinates": [[-1.213, 1.571, -0.086], [0.407, -0.879, 0.403], [1.142, -0.718, -0.922], [0.388, 0.354, 1.150], [-2.375, 0.325, -0.222], [-1.356, -1.565, 0.219], [-1.414, 2.464, 0.488], [-0.447, 1.675, -0.836], [0.906, -1.672, 0.988], [1.420, -1.691, -1.322], [2.059, -0.150, -0.774], [0.529, -0.205, -1.661], [1.268, 0.860, 1.136], [0.051, 0.259, 2.102], [-3.131, 0.506, 0.938], [-1.175, -2.028, -1.091]],
  "forces_ev_per_a": [[0.8, -0.7, 0.5], [-0.1, -0.4, -0.1], [-0.1, 0.0, 0.1], [-0.5, 0.9, -0.3], [-0.5, -0.1, -0.3], [0.4, 0.0, 0.2], [0.0, 0.1, 0.1], [0.1, 0.0, -0.1], [-0.2, 0.2, 0.0], [-0.1, 0.0, 0.0], [0.1, 0.0, 0.0], [0.0, 0.0, -0.1], [0.0, -0.1, 0.1], [0.0, 0.1, 0.0], [0.0, 0.1, 0.2], [-0.1, 0.0, -0.2]]
}


# 9
{
  "formula": "C3H10NS",
  "method": "wB97M-V/def2-TZVPD",
  "total_energy_ha": -573.18978,
  "total_charge": -1,
  "gap_ev": 6.282,
  "homo_energy_ev": -2.4,
  "elements": ["C", "S", "H", "H", "H", "C", "N", "C", "H", "H", "H", "H", "H", "H", "H"],
  "coordinates": [[-2.081, -0.700, -2.122], [-0.835, 0.523, -2.763], [-2.794, -0.323, -1.359], [-1.541, -1.586, -1.783], [-2.745, -1.018, -2.976], [1.686, 1.194, 1.687], [1.552, -0.087, 1.051], [0.113, -0.396, 0.823], [1.359, 2.079, 0.968], [2.708, 1.365, 1.870], [1.105, 1.180, 2.634], [1.831, -0.267, 0.094], [-0.400, 0.157, -0.165], [0.355, -1.389, 0.243], [-0.312, -0.733, 1.795]],
  "forces_ev_per_a": [[-0.5, 0.2, -1.3], [-0.4, -0.2, 0.5], [0.7, -0.1, -0.1], [-0.3, 0.0, 0.3], [0.6, 0.1, 0.7], [-1.0, 1.5, -2.2], [-2.0, -0.5, 0.2], [1.0, -2.8, -3.2], [0.2, -1.4, 1.6], [1.4, 0.4, 0.6], [0.3, 0.2, -0.7], [1.3, 1.3, 0.2], [0.7, -0.5, 3.1], [-1.4, 1.0, 1.1], [-0.6, 0.9, -0.9]]
}


# 10
{
  "formula": "C3H10O",
  "method": "wB97M-V/def2-TZVPD",
  "smiles": "CC.CO",
  "total_energy_ha": -195.49364,
  "gap_ev": 11.402,
  "homo_energy_ev": -10.5,
  "elements": ["C", "C", "H", "H", "H", "H", "H", "H", "C", "O", "H", "H", "H", "H"],
  "coordinates": [[-1.357, 0.334, -0.489], [-1.297, 1.864, -0.392], [-0.362, -0.114, -0.380], [-1.742, -0.122, 0.437], [-1.876, -0.200, -1.280], [-2.285, 2.281, -0.572], [-0.541, 2.204, -1.085], [-1.032, 2.129, 0.627], [1.912, -1.427, 0.177], [1.390, -1.833, 1.445], [1.192, -1.083, 1.975], [2.994, -1.392, 0.263], [1.615, -2.120, -0.606], [1.389, -0.521, -0.119]],
  "forces_ev_per_a": [[0.6, -1.2, 1.8], [-0.5, -1.2, -0.1], [0.0, 0.4, -0.8], [-0.6, 0.5, -0.1], [0.0, 0.6, -0.4], [0.1, 0.3, -0.3], [-0.1, 0.6, -0.2], [0.2, 0.2, 0.0], [-0.7, 0.0, 0.6], [0.0, -1.5, -0.8], [-0.1, 1.0, 0.5], [0.1, 0.5, -0.4], [0.1, -0.5, 0.3], [0.8, 0.5, -0.1]]
}